(1)
The following is a DFT calculation (ωB97M-V/def2-TZVPD) of a molecular structure, C6H9EuO5.

Computed properties:
- DFT total energy: -35925.75594 eV
- Multiplicity: 8
- Frontier orbital gap (alpha / beta): 7.3 / 7.4 eV
- Energy relative to the best compared isomer or geometry (same formula, charge and spin): 25.84 kcal/mol
- Charge: +1
- <S²>: 15.76

Positions of all 21 atoms, in Å:
O (0.241, -0.878, 0.254)
C (-0.520, -0.296, -0.820)
O (-1.120, -1.052, -1.577)
O (-1.399, 0.495, 0.154)
C (-2.569, 1.023, -0.292)
C (1.227, -1.847, -0.117)
H (0.696, -2.730, -0.498)
H (1.846, -1.439, -0.932)
C (2.080, -2.183, 1.082)
H (2.541, -1.278, 1.502)
H (1.488, -2.689, 1.856)
H (2.891, -2.854, 0.770)
C (-3.309, 1.858, 0.434)
H (-2.767, 0.822, -1.348)
H (-4.220, 2.268, 0.000)
H (-2.902, 2.360, 1.314)
O (2.270, 2.683, -1.820)
C (1.673, 2.213, -0.924)
O (1.509, 2.170, 0.266)
Eu (0.017, 0.706, 2.062)
H (0.327, 0.649, -1.365)

Atomic partial charges in e from the Mulliken method, atoms 1 to 4: number 1, O, carries -0.19; number 2, C, carries 0.55; number 3, O, carries -0.63; number 4, O, carries -0.23

---

(2)
The following is a DFT calculation (ωB97M-V/def2-TZVPD) of 7 unconnected molecules or ions with the total composition C6H23NO6.

Computed properties:
- DFT total energy: -20366.46490 eV
- Frontier orbital gap: 8.1 eV
- Energy relative to the best compared isomer or geometry (same formula, charge and spin): 111.88 kcal/mol
- Charge: 0
- SMILES: C/C=C/C/C=C/N.O.O.O.O.O.O

Positions of all 36 atoms, in Å:
C (0.948, -3.467, 1.101)
C (0.617, -2.226, 1.916)
C (0.320, -1.070, 1.347)
C (0.064, 0.224, 2.012)
C (0.785, 1.454, 1.471)
C (0.006, 2.392, 0.972)
N (0.159, 3.768, 0.651)
H (0.592, -3.466, 0.058)
H (2.070, -3.665, 1.163)
H (0.634, -4.311, 1.448)
H (1.043, -2.386, 2.953)
H (0.263, -0.882, 0.346)
H (-0.998, 0.481, 1.827)
H (0.132, 0.320, 3.114)
H (1.908, 1.387, 1.510)
H (-1.037, 2.121, 0.791)
H (0.955, 4.289, 0.545)
H (-0.798, 4.207, 0.641)
O (2.902, 1.505, -0.479)
H (2.165, 1.050, 0.095)
H (3.330, 1.017, -1.153)
O (-3.384, 2.508, -0.317)
H (-2.915, 1.602, -0.418)
H (-4.153, 2.361, 0.228)
O (2.425, -1.262, -1.239)
H (1.634, -0.947, -1.471)
H (2.458, -2.204, -1.553)
O (0.420, -0.607, -2.647)
H (-0.201, 0.121, -2.571)
H (-0.087, -1.379, -2.836)
O (-2.172, -1.387, 0.176)
H (-1.772, -1.412, 1.082)
H (-2.604, -2.222, 0.030)
O (-1.698, 0.687, -3.323)
H (-1.351, 1.015, -4.095)
H (-2.662, 0.383, -3.375)

Atomic partial charges in e from the natural (NBO) method, atoms 1 to 4: number 1, C, carries -0.62; number 2, C, carries -0.18; number 3, C, carries -0.22; number 4, C, carries -0.44

---

(3)
The following is a DFT calculation (ωB97M-V/def2-TZVPD) of 2 unconnected molecules or ions with the total composition C9H10O5.

Computed properties:
- DFT total energy: -19727.57671 eV
- Frontier orbital gap: 7.6 eV
- Energy relative to the best compared isomer or geometry (same formula, charge and spin): 126.68 kcal/mol
- Charge: 0
- SMILES: O=C1C=C(O)C(=O)C=C1O.CC(C)=O

Positions of all 24 atoms, in Å:
O (-0.197, 1.211, -1.936)
C (-0.611, 0.188, -1.392)
C (-1.477, 0.152, -0.281)
C (-2.058, -1.074, 0.370)
O (-3.040, -1.117, 1.357)
C (-1.516, -2.454, -0.138)
O (-1.742, -3.412, 0.544)
C (-0.641, -2.400, -1.326)
C (-0.256, -1.156, -1.950)
O (0.602, -1.204, -3.016)
H (-1.945, 1.062, 0.220)
H (-3.183, -0.311, 1.522)
H (-0.425, -3.366, -1.598)
H (0.480, -0.323, -3.351)
C (0.656, 1.705, 1.968)
C (1.608, 0.787, 1.187)
C (2.513, 1.531, 0.233)
O (1.762, -0.404, 1.354)
H (-0.156, 1.126, 2.025)
H (0.122, 2.640, 1.323)
H (1.131, 2.033, 2.729)
H (1.997, 2.426, -0.266)
H (2.946, 0.530, -0.277)
H (3.425, 1.826, 0.701)

Atomic partial charges in e from the natural (NBO) method, atoms 1 to 4: number 1, O, carries -0.54; number 2, C, carries 0.43; number 3, C, carries -0.44; number 4, C, carries 0.39